This record from OMol25 describes a cluster of 2 separate species, C10H16 in total in a non-equilibrium geometry. The level of theory is the ωB97M-V functional and the def2-TZVPD basis.

The value obtained for the relative energy (zero: lowest compared OMol25 entry of this formula, charge and spin) is 104.2 kJ/mol. The calculation puts the HOMO-LUMO gap (spin up / spin down) at 8.613 / 4.806 eV. The spin multiplicity is 2. For the total energy, the calculation gives -10619.7935 eV. The calculation puts the highest occupied orbital energy (spin up / spin down) at -13.1 / -13.1 eV. As for the LUMO energy (spin up / spin down): -4.4681 / -8.2750 eV. The net charge is +1.

```
26
C10H16 the ωB97M-V functional and the def2-TZVPD basis
H 0.94785 -2.44058 0.70097
H 3.01264 1.77711 -2.93039
C 3.11352 1.73427 -1.84504
C 0.89849 -0.31793 0.46511
H 1.43615 1.69229 0.22822
H 2.62414 2.55878 -1.32461
H -5.08923 0.99652 0.25125
H 2.22303 -2.93598 -1.26213
H 3.17780 -1.05831 -2.65697
H -4.48282 0.96076 3.27430
C 2.60480 -0.83717 -1.76183
H 4.19678 1.61144 -1.67301
H 0.00803 -0.16438 1.05633
C -3.52113 0.91921 2.76824
H -3.12626 1.88899 2.52596
H -2.84601 0.53876 3.57294
H -2.56467 0.44195 0.91061
C 2.02066 -1.87932 -1.10828
C 2.45031 0.51258 -1.28242
H -4.41640 -0.25242 -0.38182
H -5.47193 -0.66727 0.91822
C 1.54602 0.70647 -0.20355
C -3.42518 0.05844 1.45936
C 1.27956 -1.61610 0.07265
H -3.30946 -0.96362 1.83079
C -4.70058 0.04729 0.66551
```

Charges per atom according to Löwdin partitioning, unit e:
1. H 0.140
2. H 0.113
3. C 0.018
4. C 0.018
5. H 0.131
6. H 0.093
7. H 0.081
8. H 0.135
9. H 0.138
10. H 0.070
11. C 0.033
12. H 0.128
13. H 0.123
14. C -0.117
15. H 0.051
16. H 0.069
17. H 0.078
18. C -0.003
19. C -0.143
20. H 0.074
21. H 0.072
22. C 0.018
23. C -0.320
24. C 0.052
25. H 0.094
26. C -0.146